Molecular formula: CH3NP2
Method: DFT, wB97M-V/def2-TZVPD

Geometry as XYZ:
```
7
Properties=species:S:1:pos:R:3
C -1.50 1.02 -1.15
N -1.88 1.43 -2.14
P 1.18 -0.15 0.00
P -0.44 -0.71 1.16
H 2.30 -0.60 0.73
H 0.65 -1.20 -0.93
H -0.31 0.21 2.33
```

The value obtained for the energy above the lowest of the compared OMol25 structures with the same formula, charge and spin is 90.65 kcal/mol. The LUMO energy (spin up / spin down) comes out at -3.0 / -3.3 eV. For the total energy, the calculation gives -21147.7827 eV.